A 6-piece molecular cluster, C18H36O18 overall in a non-equilibrium geometry. Source: the OMol25 dataset; level of theory: wB97M-V/def2-TZVPD.

Structure (ORCA input):
```
! wB97M-V def2-TZVPD RIJCOSX def2/J DEFGRID3
* xyz 0 1
C 7.9546 5.5686 -0.9793
O 6.7854 4.8464 -0.6296
C 6.7894 3.7504 0.0378
O 7.8310 3.1120 0.2749
O 5.5961 3.3612 0.3993
C 5.3819 2.1723 0.9873
H 8.1877 5.4466 -2.0371
H 8.8332 5.5839 -0.3344
H 7.7330 6.6333 -0.9059
H 4.3674 2.1698 1.3858
H 5.9857 2.0641 1.8883
H 5.4513 1.3784 0.2436
C -1.6286 -1.0706 3.3191
O -1.5394 -1.7651 2.0786
C -0.4224 -1.5855 1.4253
O 0.5426 -0.8479 1.7210
O -0.5970 -2.2283 0.3449
C 0.4767 -2.3020 -0.5657
H -1.6404 -1.7749 4.1509
H -2.6052 -0.5881 3.3578
H -0.8656 -0.3353 3.5748
H 1.2672 -2.9963 -0.2809
H 0.8890 -1.3721 -0.9573
H 0.0114 -2.8019 -1.4152
C -0.5204 -1.2386 -7.1398
O -0.5322 -2.3954 -7.9095
C -1.1273 -3.4698 -7.3934
O -1.7653 -3.5590 -6.3542
O -0.9339 -4.4239 -8.2967
C -1.6247 -5.6836 -8.1750
H -0.2946 -1.4386 -6.0923
H -1.5181 -0.8016 -7.0985
H 0.1788 -0.4366 -7.3768
H -1.6627 -6.3637 -9.0260
H -2.6517 -5.4942 -7.8628
H -1.1489 -6.3203 -7.4292
C 6.5155 -3.5961 -1.7410
O 5.2509 -3.6821 -2.4192
C 5.0020 -3.1594 -3.6725
O 3.8511 -3.2225 -4.1429
O 6.1347 -2.7510 -4.3019
C 6.1196 -2.1478 -5.6075
H 6.9587 -2.6367 -2.0080
H 7.3016 -4.2949 -2.0271
H 6.4402 -3.5934 -0.6536
H 6.6065 -1.1823 -5.4703
H 5.1005 -2.0342 -5.9769
H 6.7571 -2.5405 -6.3997
C -11.0226 1.4373 6.9227
O -10.5774 0.1929 6.4488
C -9.5097 -0.4101 6.9557
O -8.8252 -0.0849 7.9047
O -9.2903 -1.4911 6.2489
C -8.0827 -2.2090 6.4319
H -10.7297 1.6288 7.9550
H -12.0716 1.6144 6.6854
H -10.5670 2.2064 6.2990
H -8.2332 -3.1337 5.8750
H -7.9528 -2.3832 7.5000
H -7.2824 -1.5170 6.1694
C 0.4535 4.7801 3.0370
O -0.9730 4.7801 3.1413
C -1.6898 4.2550 2.1340
O -1.2222 3.6751 1.1705
O -3.0326 4.5174 2.2666
C -3.6465 4.4562 3.5817
H 0.7542 5.2605 2.1059
H 0.8791 3.7773 3.0022
H 0.7260 5.3994 3.8917
H -3.3982 3.4472 3.9109
H -4.7168 4.6625 3.5877
H -3.2114 5.1856 4.2648
*
```

The calculation puts the orbital gap at 10.91 eV. The value obtained for the highest occupied orbital energy is -10.5 eV. The energy above the lowest of the compared OMol25 structures with the same formula, charge and spin is 364.7 kJ/mol. For the LUMO energy, the calculation gives 0.46 eV. Its molecular weight is 540.468 g mol⁻¹. The calculated total energy comes out at -2061.67838 Eh.

C12H28As2F12O6Sr as an isolated structure in a non-equilibrium geometry. Source: the OMol25 dataset; level of theory: wB97M-V/def2-TZVPD.

Structure (ORCA input):
```
! wB97M-V def2-TZVPD RIJCOSX def2/J DEFGRID3
* xyz 0 1
Sr -0.3453 0.5100 -0.1586
As 2.4532 -1.3867 2.3628
F 3.6067 -2.1503 3.5499
F 2.9002 -2.6565 1.2054
F 1.3017 -0.6161 1.3000
F 2.0912 -0.1163 3.4934
F 3.7109 -0.3730 1.6842
F 1.1915 -2.3740 2.9175
As -1.9041 3.4058 -0.8960
F -3.1811 3.4275 -2.1590
F -2.6752 1.9704 -0.2021
F -0.6190 3.0649 0.2264
F -1.0598 4.7362 -1.6121
F -2.6894 4.4177 0.2291
F -0.9658 2.3458 -1.9241
C 0.0165 -3.4863 -0.4024
O 0.6858 -2.2305 -0.7667
C 1.9338 -2.3576 -1.4601
C 2.7890 -1.1503 -1.3692
O 1.8785 -0.1083 -1.7103
C 2.5539 1.1089 -2.1272
C 3.1202 1.8165 -0.9572
O 2.0410 1.8300 -0.0188
C 2.3463 2.5796 1.1465
H 0.6090 -4.0189 0.2870
H -0.1475 -4.0999 -1.2716
H -0.9345 -3.2690 0.1081
H 1.7464 -2.5969 -2.5472
H 2.4822 -3.2153 -0.9544
H 3.6365 -1.3118 -2.0609
H 3.1615 -0.9315 -0.3832
H 1.7245 1.6575 -2.6120
H 3.3723 0.8691 -2.7918
H 3.3306 2.9096 -1.1027
H 3.9965 1.4113 -0.4742
H 1.4551 3.1398 1.4301
H 3.1537 3.2985 0.8944
H 2.6043 1.8874 1.9358
C -1.2744 1.6831 3.2257
O -1.2901 0.6641 2.2997
C -1.9925 -0.5451 2.7562
C -3.0954 -0.8170 1.7470
O -2.4875 -1.0319 0.4925
C -3.4541 -1.2649 -0.5808
C -2.7231 -1.4807 -1.8485
O -1.9483 -0.2997 -2.0237
C -1.3236 -0.2886 -3.2935
H -2.2821 2.0412 3.4980
H -0.7567 2.5278 2.7735
H -0.7559 1.3367 4.1444
H -2.4145 -0.3838 3.7458
H -1.1114 -1.3208 2.7904
H -3.6480 0.1498 1.6963
H -3.7627 -1.6565 2.1516
H -4.0271 -0.3481 -0.7038
H -4.1816 -2.1239 -0.3325
H -3.3469 -1.5995 -2.7115
H -2.0993 -2.3753 -1.6849
H -0.4317 -0.9817 -3.3463
H -0.9681 0.7320 -3.4759
H -1.9963 -0.5545 -4.1287
*
```

The calculation puts the orbital gap at 10.57 eV. The value obtained for the highest occupied orbital energy is -10.4 eV. The energy above the lowest of the compared OMol25 structures with the same formula, charge and spin is 0.0 kJ/mol. For the LUMO energy, the calculation gives 0.14 eV. Its molecular weight is 733.790 g mol⁻¹. The calculated total energy comes out at -6626.43463 Eh.